Entry from the OMol25 dataset: a gas-phase ion, C4H11N2 (charge +2) in a non-equilibrium geometry (ωB97M-V/def2-TZVPD).

Its spin multiplicity is 2. The total charge is +2. Its lowest unoccupied orbital energy (alpha / beta) is -0.3551 / -0.5615 hartree. As for the HOMO-LUMO gap (alpha / beta): 10.46 / 4.02 eV. The relative energy (zero: lowest compared OMol25 entry of this formula, charge and spin) is 101.6 kcal per mole.

Last column: natural (NBO) charge in e.
Geometry (Å):
C  0.18  -0.50  -2.59  -0.46
C  -0.03  0.50  -1.37  -0.35
C  0.92  0.41  -0.22  -0.26
N  0.41  -0.14  1.11  -0.42
C  -0.70  0.19  1.82  0.48
N  -1.07  -0.37  3.01  -0.76
H  0.32  -1.48  -2.11  0.29
H  1.01  -0.28  -3.28  0.30
H  -0.76  -0.37  -3.11  0.31
H  -1.01  0.52  -0.91  0.26
H  0.02  1.53  -1.81  0.37
H  1.37  1.36  0.11  0.35
H  1.69  -0.37  -0.48  0.30
H  1.08  -0.69  1.63  0.45
H  -1.29  0.84  1.23  0.21
H  -1.21  -1.34  3.09  0.45
H  -0.93  0.17  3.86  0.47

---

Entry from the OMol25 dataset: C4H6N2OS in the gas phase in a non-equilibrium geometry (ωB97M-V/def2-TZVPD).

Its SMILES is C[C@@H]1CN=NC(=O)S1. The total charge is 0. Its lowest unoccupied orbital energy is -0.0220 hartree. As for the HOMO-LUMO gap: 8.37 eV. The relative energy (zero: lowest compared OMol25 entry of this formula, charge and spin) is 86.6 kcal per mole.

Last column: natural (NBO) charge in e.
Geometry (Å):
C  1.52  -0.80  0.75  -0.63
C  0.57  -0.30  -0.42  -0.31
C  0.20  1.19  -0.44  -0.33
N  -0.74  1.40  0.71  -0.04
N  -1.81  0.85  0.67  -0.17
C  -2.34  -0.17  -0.12  0.48
O  -3.45  -0.48  -0.39  -0.51
S  -0.97  -1.35  -0.31  0.16
H  2.55  -0.78  0.42  0.21
H  1.27  -1.89  0.88  0.23
H  1.44  -0.17  1.60  0.23
H  1.02  -0.56  -1.43  0.24
H  1.13  1.82  -0.58  0.24
H  -0.39  1.23  -1.34  0.21

---

Entry from the OMol25 dataset: C7H13N in the gas phase in a non-equilibrium geometry (ωB97M-V/def2-TZVPD).

Its SMILES is C/C=C(\N)[C@H]1C[C@@H]1C. The total charge is 0. Its lowest unoccupied orbital energy is 0.0411 hartree. As for the HOMO-LUMO gap: 8.03 eV. The relative energy (zero: lowest compared OMol25 entry of this formula, charge and spin) is 67.8 kcal per mole.

Last column: natural (NBO) charge in e.
Geometry (Å):
C  -0.18  0.77  -2.78  -0.63
C  0.45  -0.10  -1.75  -0.37
C  -0.18  -0.57  -0.61  0.19
N  -1.57  -0.79  -0.59  -0.84
C  0.63  -1.05  0.52  -0.24
C  1.63  -0.09  1.09  -0.43
C  0.25  0.49  1.21  -0.16
C  -0.51  0.40  2.52  -0.62
H  -1.22  0.50  -2.97  0.19
H  -0.16  1.84  -2.50  0.20
H  0.35  0.69  -3.73  0.21
H  1.51  -0.30  -1.86  0.20
H  -1.96  -1.05  -1.49  0.38
H  -1.89  -1.38  0.17  0.37
H  0.41  -2.00  0.99  0.22
H  2.33  0.42  0.45  0.23
H  2.10  -0.41  2.02  0.22
H  0.10  1.45  0.73  0.24
H  -0.21  1.23  3.17  0.21
H  -1.58  0.45  2.35  0.21
H  -0.28  -0.52  3.05  0.20

---

Entry from the OMol25 dataset: a molecular structure, C2H5N3O2S in a non-equilibrium geometry (ωB97M-V/def2-TZVPD).

The total charge is 0. Its lowest unoccupied orbital energy is 0.0078 hartree. As for the HOMO-LUMO gap: 9.50 eV. The relative energy (zero: lowest compared OMol25 entry of this formula, charge and spin) is 151.5 kcal per mole.

Last column: natural (NBO) charge in e.
Geometry (Å):
C  0.97  -0.11  0.05  0.31
C  -1.75  -0.33  -0.28  -0.07
H  3.53  0.47  0.67  0.46
H  2.18  -1.62  0.03  0.36
H  1.65  1.60  -0.02  0.35
H  -1.38  0.79  -0.37  0.26
H  -4.65  0.44  0.63  0.48
N  2.19  -0.69  -0.30  -0.34
N  0.80  1.18  0.04  -0.72
N  -3.00  -0.69  -0.09  -0.15
O  3.48  0.01  -0.19  -0.54
O  -3.75  0.49  -0.18  -0.57
S  -0.27  -1.54  0.02  0.18

---

Entry from the OMol25 dataset: a molecular structure, C8H9EuNS2 in a non-equilibrium geometry (ωB97M-V/def2-TZVPD).

Its spin multiplicity is 8. The total charge is 0. Its lowest unoccupied orbital energy (alpha / beta) is -0.0274 / -0.0252 hartree. As for the HOMO-LUMO gap (alpha / beta): 5.70 / 5.79 eV.

Last column: Mulliken charge in e.
Geometry (Å):
Eu  1.21  -0.34  -1.59  0.76
C  -0.08  -0.03  -5.83  -0.71
H  0.29  -0.02  -4.72  -0.04
H  -0.34  -1.06  -6.09  0.24
H  0.53  0.29  -6.70  0.30
H  -0.91  0.73  -5.96  0.23
H  -0.51  0.26  -2.09  -0.11
S  -1.26  -1.87  -1.50  -0.34
C  -0.98  -1.17  0.00  0.25
N  -0.13  -0.11  0.27  -0.56
C  0.04  0.22  1.62  0.48
C  1.06  1.10  2.08  -0.64
C  1.17  1.21  3.47  -0.41
C  0.33  0.48  4.32  -0.63
C  -0.62  -0.42  3.84  -0.30
C  -0.78  -0.58  2.46  0.33
S  -1.79  -1.76  1.44  -0.17
H  1.71  1.60  1.30  0.20
H  1.92  1.89  3.86  0.36
H  0.42  0.61  5.36  0.40
H  -1.26  -1.03  4.46  0.38

---

Entry from the OMol25 dataset: C5H12OS in the gas phase in a non-equilibrium geometry (ωB97M-V/def2-TZVPD).

Its SMILES is C[C@H](O)CCCS. The total charge is 0. Its lowest unoccupied orbital energy is 0.0291 hartree. As for the HOMO-LUMO gap: 9.56 eV. The relative energy (zero: lowest compared OMol25 entry of this formula, charge and spin) is 13.9 kcal per mole.

Last column: natural (NBO) charge in e.
Geometry (Å):
C  1.27  -1.05  -1.13  -0.67
C  1.71  -0.28  0.11  0.10
O  1.09  -0.77  1.31  -0.74
C  1.33  1.25  -0.02  -0.41
C  -0.12  1.51  -0.40  -0.43
C  -1.32  0.95  0.42  -0.51
S  -2.02  -0.67  -0.14  -0.08
H  1.92  -0.95  -1.96  0.22
H  0.21  -0.84  -1.34  0.23
H  1.20  -2.14  -0.90  0.20
H  2.84  -0.28  0.21  0.16
H  1.37  -1.70  1.45  0.47
H  1.62  1.78  0.89  0.21
H  1.93  1.70  -0.83  0.21
H  -0.22  1.29  -1.49  0.21
H  -0.18  2.62  -0.36  0.21
H  -1.15  0.90  1.52  0.23
H  -2.16  1.63  0.32  0.22
H  -0.98  -1.34  0.41  0.14

---

Entry from the OMol25 dataset: C15H20N2O3S in the gas phase in a non-equilibrium geometry (ωB97M-V/def2-TZVPD).

Its SMILES is CC(C)(C)SCCNC(=O)/C=C/c1cccc([N+](=O)[O-])c1. The total charge is 0. Its lowest unoccupied orbital energy is -0.0217 hartree. As for the HOMO-LUMO gap: 8.27 eV. The relative energy (zero: lowest compared OMol25 entry of this formula, charge and spin) is 85.0 kcal per mole.

Last column: natural (NBO) charge in e.
Geometry (Å):
C  -4.85  -0.48  -1.31  -0.63
C  -4.64  -1.19  0.02  -0.10
C  -4.72  -2.70  -0.16  -0.62
C  -5.65  -0.73  1.07  -0.63
S  -2.92  -0.89  0.66  0.14
C  -2.75  0.93  0.71  -0.53
C  -1.95  1.46  -0.47  -0.24
N  -0.61  0.93  -0.48  -0.61
C  0.48  1.70  -0.25  0.63
O  0.42  2.91  -0.14  -0.63
C  1.75  0.94  -0.19  -0.28
C  2.90  1.59  0.02  -0.12
C  4.23  1.02  0.11  -0.11
C  5.32  1.87  0.34  -0.14
C  6.61  1.38  0.44  -0.21
C  6.85  0.02  0.31  -0.18
C  5.77  -0.83  0.08  0.01
N  6.00  -2.24  -0.07  0.53
O  5.04  -2.95  -0.28  -0.38
O  7.14  -2.64  0.03  -0.37
C  4.47  -0.35  -0.02  -0.11
H  -5.82  -0.75  -1.72  0.21
H  -4.08  -0.77  -2.02  0.22
H  -4.83  0.60  -1.19  0.21
H  -4.52  -3.21  0.78  0.22
H  -3.99  -3.03  -0.90  0.22
H  -5.71  -2.98  -0.51  0.21
H  -6.66  -0.98  0.74  0.21
H  -5.60  0.35  1.22  0.21
H  -5.46  -1.22  2.02  0.22
H  -3.74  1.37  0.75  0.22
H  -2.22  1.15  1.64  0.23
H  -1.86  2.55  -0.40  0.24
H  -2.45  1.20  -1.41  0.20
H  -0.54  -0.08  -0.47  0.40
H  1.69  -0.13  -0.31  0.20
H  2.83  2.67  0.13  0.23
H  5.14  2.93  0.45  0.22
H  7.43  2.05  0.62  0.22
H  7.84  -0.39  0.38  0.25
H  3.67  -1.05  -0.20  0.24

---

Entry from the OMol25 dataset: a gas-phase ion, C6H9N2S (charge +1) in a non-equilibrium geometry (ωB97M-V/def2-TZVPD).

The total charge is +1. Its lowest unoccupied orbital energy is -0.1805 hartree. As for the HOMO-LUMO gap: 8.63 eV. The relative energy (zero: lowest compared OMol25 entry of this formula, charge and spin) is 38.0 kcal per mole.

Last column: natural (NBO) charge in e.
Geometry (Å):
C  -1.07  -1.42  -0.11  -0.03
C  -1.97  -0.41  -0.12  -0.05
C  0.07  0.42  -0.03  0.43
C  1.48  -1.42  0.31  -0.22
C  2.46  -0.38  -0.36  -0.50
C  -1.65  2.17  -0.02  -0.42
N  0.18  -0.90  -0.01  -0.36
N  -1.19  0.75  -0.13  -0.36
S  2.10  1.31  0.33  0.29
H  -1.19  -2.44  0.14  0.25
H  -3.03  -0.48  0.02  0.26
H  1.60  -2.42  0.01  0.24
H  1.67  -1.49  1.43  0.24
H  3.40  -0.63  -0.05  0.24
H  2.36  -0.12  -1.39  0.25
H  -2.59  2.32  -0.64  0.25
H  -1.96  2.55  1.06  0.25
H  -0.69  2.60  -0.42  0.24